Entry 1:
Computed, not measured: a cluster of 2 separate species, H3OP in total at a distorted geometry, with wB97M-V/def2-TZVPD.

The energy above the lowest of the compared OMol25 structures with the same formula, charge and spin is 96.4 kcal per mole. For the HOMO energy (spin up / spin down), the calculation gives -9.684 / -9.328 eV.

Positions of all 5 atoms, in Å:
O: 0.320 -0.382 0.796
P: -0.002 0.163 -0.608
H: 1.728 0.579 1.409
H: -0.600 -1.125 -1.224
H: -1.445 0.765 -0.373

Entry 2:
Computed, not measured: a cluster of 15 separate species, C3H36NO15 in total at a distorted geometry, with wB97M-V/def2-TZVPD.

The energy above the lowest of the compared OMol25 structures with the same formula, charge and spin is 63.4 kcal per mole. For the HOMO energy, the calculation gives -12.849 eV. As for the total charge: +1.

Positions of all 55 atoms, in Å:
O: 0.459 -0.339 2.175
C: -0.687 -0.164 2.425
C: -1.851 0.349 1.500
N: -1.214 1.443 0.613
C: -2.348 2.311 0.012
H: -1.126 -0.377 3.407
H: -1.959 -0.529 0.790
H: -2.701 0.471 2.105
H: -0.886 2.189 1.286
H: 1.426 -0.314 -2.176
H: -3.076 1.593 -0.409
H: -2.069 3.073 -0.770
H: -2.876 2.643 0.901
H: -3.036 -3.646 0.576
H: -3.490 -2.243 0.109
O: -2.830 -2.980 -0.089
H: 0.369 4.515 0.033
H: 1.008 3.451 -0.732
O: 0.536 3.540 0.140
H: 4.938 1.440 0.063
H: 4.437 0.229 0.416
O: 4.095 1.114 0.383
H: 0.770 2.396 4.001
H: 1.199 2.687 2.527
O: 0.433 2.641 3.141
H: 0.345 -3.240 4.364
H: 0.459 -3.285 2.885
O: -0.230 -3.334 3.564
H: 2.887 -0.293 -2.142
H: -0.633 1.202 -0.194
O: 2.177 0.174 -2.529
H: 1.753 -3.744 -0.414
H: 1.268 -5.142 -0.050
O: 0.975 -4.356 -0.504
H: 3.816 -1.519 0.296
H: 4.722 -2.061 -0.705
O: 4.111 -2.404 0.010
H: -1.195 0.468 -3.269
H: -0.806 -0.554 -2.264
O: -1.238 0.311 -2.295
H: -5.414 0.127 1.069
H: -4.266 0.997 0.475
O: -4.466 0.304 1.147
H: 3.018 1.958 1.324
H: 2.763 3.470 1.394
O: 2.588 2.643 1.892
H: -2.887 -3.187 -2.376
H: -1.602 -4.067 -2.300
O: -2.127 -3.519 -2.862
H: 2.023 2.571 -2.855
H: 2.702 3.591 -1.705
O: 1.949 3.123 -2.077
H: -0.210 -2.146 -4.649
H: -1.335 -2.051 -3.612
O: -0.663 -1.533 -4.049

Entry 3:
Computed, not measured: a cluster of 2 separate species, C4H10OS2 in total at a distorted geometry, with wB97M-V/def2-TZVPD.

The energy above the lowest of the compared OMol25 structures with the same formula, charge and spin is 20.0 kcal per mole. For the HOMO energy, the calculation gives -9.003 eV. As for the SMILES: CC=O.CSSC.

Positions of all 17 atoms, in Å:
C: -1.641 2.662 -1.092
C: -1.478 3.061 0.351
O: -0.508 3.661 0.771
H: -0.804 2.006 -1.389
H: -1.623 3.564 -1.727
H: -2.588 2.125 -1.270
H: -2.303 2.779 1.049
C: 1.461 -0.410 1.208
S: -0.101 -1.312 1.111
S: -0.031 -2.091 -0.771
C: 0.917 -3.608 -0.520
H: 1.496 0.085 2.193
H: 1.530 0.362 0.423
H: 2.333 -1.080 1.120
H: 1.942 -3.402 -0.169
H: 0.424 -4.276 0.206
H: 0.975 -4.125 -1.492

Entry 4:
Computed, not measured: a structure of composition C10H36AlN14O9 at a distorted geometry, with wB97M-V/def2-TZVPD.

For the HOMO energy, the calculation gives -4.742 eV. As for the total charge: -1.

Positions of all 70 atoms, in Å:
O: 1.716 -3.411 -0.233
C: 1.965 -2.675 -1.105
O: 3.186 -2.410 -1.502
C: 3.550 -1.038 -1.050
C: 3.337 0.033 -2.079
Al: 3.653 1.834 -1.112
H: 1.143 -2.188 -1.645
H: 4.554 -1.012 -0.660
H: 2.900 -0.786 -0.211
H: 2.304 -0.062 -2.427
H: 3.981 -0.116 -2.944
H: 4.088 2.979 -2.152
H: 2.248 2.181 -0.375
H: 4.791 1.528 0.007
C: -2.027 -4.861 0.134
O: -2.143 -4.288 -0.940
N: -3.038 -5.620 0.649
N: -0.902 -4.784 0.891
H: -2.977 -6.106 1.527
H: -3.888 -5.683 0.110
H: -0.137 -4.226 0.538
H: -0.798 -5.251 1.772
C: 3.909 5.945 0.351
O: 4.700 5.039 0.252
N: 3.939 7.050 -0.471
N: 2.909 5.955 1.288
H: 3.289 7.812 -0.408
H: 4.651 7.068 -1.177
H: 2.851 5.159 1.896
H: 2.240 6.694 1.383
C: -5.456 -3.022 -0.950
O: -5.676 -4.151 -0.525
N: -6.358 -2.002 -0.789
N: -4.316 -2.689 -1.601
H: -6.209 -1.070 -1.124
H: -7.212 -2.215 -0.309
H: -3.625 -3.420 -1.732
H: -4.126 -1.768 -1.945
C: -8.579 0.306 1.740
O: -8.723 0.861 0.667
N: -9.553 -0.478 2.298
N: -7.434 0.415 2.478
H: -9.455 -0.945 3.178
H: -10.408 -0.581 1.783
H: -6.697 0.981 2.099
H: -7.296 -0.035 3.362
C: -4.898 -5.722 4.176
O: -4.118 -6.647 4.022
N: -4.855 -4.600 3.408
N: -5.878 -5.743 5.132
H: -5.481 -3.825 3.508
H: -4.142 -4.565 2.699
H: -5.934 -6.559 5.712
H: -6.529 -4.996 5.276
C: 5.075 10.841 -1.768
O: 4.141 10.584 -2.504
N: 5.584 9.936 -0.882
N: 5.693 12.064 -1.767
H: 6.350 10.129 -0.266
H: 5.155 9.028 -0.856
H: 5.344 12.753 -2.406
H: 6.463 12.298 -1.171
C: 6.609 -3.228 -2.539
O: 6.550 -2.045 -2.279
N: 5.597 -4.105 -2.273
N: 7.718 -3.790 -3.131
H: 5.649 -5.082 -2.486
H: 4.760 -3.738 -1.841
H: 8.482 -3.176 -3.342
H: 7.795 -4.762 -3.357

Entry 5:
Computed, not measured: the molecule C5H6O at a distorted geometry, with wB97M-V/def2-TZVPD.

The energy above the lowest of the compared OMol25 structures with the same formula, charge and spin is 58.7 kcal per mole. For the HOMO energy, the calculation gives -9.381 eV. As for the SMILES: C#CCC(C)=O.

Positions of all 12 atoms, in Å:
C: 1.766 0.083 0.842
C: 1.468 -0.390 -0.230
C: 0.361 -0.825 -1.075
C: -0.577 -0.502 0.178
C: -1.090 0.921 0.215
O: -0.854 -1.352 0.988
H: 2.094 0.424 1.792
H: 0.263 -0.232 -2.001
H: 0.338 -1.893 -1.311
H: -2.083 0.833 -0.233
H: -0.480 1.598 -0.388
H: -1.207 1.333 1.222

Entry 6:
Computed, not measured: a cluster of 3 separate species, C21H27N2O2PS in total at a distorted geometry, with wB97M-V/def2-TZVPD.

The energy above the lowest of the compared OMol25 structures with the same formula, charge and spin is 0.0 kcal per mole. For the HOMO energy, the calculation gives -8.603 eV. As for the SMILES: N[C@H](COCc1ccncc1)OC[PH2]=S.c1ccccc1.c1ccccc1.

Positions of all 54 atoms, in Å:
N: -1.355 -1.988 1.225
C: -2.008 -2.884 2.149
C: -2.700 -4.065 1.478
O: -1.768 -5.084 1.175
C: -1.442 -5.235 -0.191
C: -0.302 -4.348 -0.621
C: -0.355 -3.627 -1.803
C: 0.714 -2.811 -2.151
N: 1.803 -2.661 -1.409
C: 1.848 -3.362 -0.277
C: 0.842 -4.212 0.153
O: -2.990 -2.233 2.962
C: -3.077 -0.830 2.889
P: -3.819 -0.171 1.347
S: -4.944 1.394 1.639
H: -0.355 -2.117 1.232
H: -1.683 -2.105 0.276
H: -1.245 -3.303 2.806
H: -3.446 -4.469 2.161
H: -3.225 -3.731 0.577
H: -2.305 -5.038 -0.830
H: -1.157 -6.277 -0.332
H: -1.221 -3.677 -2.448
H: 0.672 -2.248 -3.074
H: 2.734 -3.241 0.330
H: 0.946 -4.745 1.086
H: -2.124 -0.330 3.054
H: -3.767 -0.508 3.666
H: -4.486 -1.275 0.790
H: -2.762 0.101 0.468
C: 1.135 0.760 -1.477
C: -0.014 0.939 -0.717
C: -0.882 1.985 -1.004
C: -0.600 2.857 -2.046
C: 0.553 2.682 -2.800
C: 1.419 1.634 -2.517
H: 1.813 -0.055 -1.251
H: -0.230 0.266 0.105
H: -1.775 2.127 -0.407
H: -1.275 3.673 -2.267
H: 0.780 3.367 -3.606
H: 2.320 1.504 -3.102
C: 2.359 4.336 -0.136
C: 2.725 5.336 -1.026
C: 3.679 6.276 -0.662
C: 4.265 6.219 0.595
C: 3.896 5.222 1.487
C: 2.944 4.281 1.121
H: 1.618 3.602 -0.423
H: 2.265 5.382 -2.005
H: 3.965 7.055 -1.357
H: 5.010 6.951 0.879
H: 4.351 5.178 2.468
H: 2.656 3.502 1.816

Entry 7:
Computed, not measured: the molecule C3H5N3OS at a distorted geometry, with wB97M-V/def2-TZVPD.

The energy above the lowest of the compared OMol25 structures with the same formula, charge and spin is 84.4 kcal per mole. For the HOMO energy, the calculation gives -8.432 eV. As for the SMILES: [H]/N=C/NC(=S)ON=C.

Positions of all 13 atoms, in Å:
H: -3.579 -1.415 0.282
N: -2.807 -0.718 0.216
C: -1.768 -1.433 -0.104
N: -0.528 -0.897 -0.183
C: -0.098 0.328 -0.060
S: -0.760 1.823 -0.055
O: 1.310 0.450 0.151
N: 2.012 -0.753 0.124
C: 3.298 -0.507 0.002
H: -1.765 -2.564 -0.355
H: 0.164 -1.576 -0.064
H: 3.715 0.476 -0.108
H: 3.805 -1.432 -0.212

Entry 8:
Computed, not measured: a cluster of 7 separate species, C17H41ClN12O12S in total at a distorted geometry, with wB97M-V/def2-TZVPD.

For the HOMO energy, the calculation gives -8.846 eV. As for the SMILES: C=CC(=O)OCCCCCC[C@@]1(Cl)COS(=O)(=O)O1.NC(N)=O.NC(N)=O.NC(N)=O.NC(N)=O.NC(N)=O.NC(N)=O.

Positions of all 84 atoms, in Å:
C: -1.384 1.789 3.432
C: -0.147 1.384 3.186
C: 0.333 1.101 1.800
O: 1.445 1.378 1.486
O: -0.514 0.568 0.872
C: -0.048 -0.701 0.344
C: -1.142 -1.789 0.417
C: -1.289 -2.313 1.879
C: -2.664 -2.031 2.558
C: -3.371 -0.722 2.114
C: -4.738 -1.090 1.455
C: -5.465 0.122 0.839
Cl: -7.087 0.387 1.652
C: -4.841 1.520 0.923
O: -3.914 1.544 -0.228
S: -4.570 0.654 -1.400
O: -3.615 -0.373 -1.673
O: -4.975 1.344 -2.567
O: -5.765 -0.093 -0.552
H: -2.155 1.496 2.718
H: -1.601 2.409 4.301
H: 0.505 1.243 4.051
H: 0.167 -0.534 -0.723
H: 0.858 -1.011 0.883
H: -0.749 -2.611 -0.209
H: -2.080 -1.455 -0.046
H: -1.183 -3.413 1.832
H: -0.458 -1.976 2.523
H: -2.478 -1.950 3.644
H: -3.333 -2.899 2.443
H: -3.631 -0.161 3.033
H: -2.755 -0.045 1.506
H: -5.366 -1.458 2.278
H: -4.555 -1.904 0.741
H: -4.184 1.771 1.762
H: -5.518 2.350 0.673
N: 3.949 -0.636 -0.035
C: 3.737 -1.379 -1.160
N: 4.868 -1.880 -1.734
O: 2.623 -1.573 -1.617
H: 4.857 -0.466 0.355
H: 3.140 -0.240 0.417
H: 4.753 -2.431 -2.565
H: 5.792 -1.723 -1.374
N: -1.616 5.445 1.093
C: -2.513 5.244 2.098
N: -3.504 6.178 2.186
O: -2.435 4.297 2.864
H: -1.660 6.214 0.452
H: -0.873 4.774 1.000
H: -4.182 6.060 2.917
H: -3.586 6.963 1.568
N: 8.975 0.735 -0.502
C: 8.847 -0.488 -1.085
N: 9.989 -1.226 -1.140
O: 7.782 -0.895 -1.528
H: 9.837 1.089 -0.133
H: 8.150 1.306 -0.447
H: 9.928 -2.134 -1.564
H: 10.872 -0.913 -0.784
N: -5.180 -6.034 2.501
C: -5.581 -4.797 2.911
N: -6.900 -4.519 2.704
O: -4.815 -3.997 3.424
H: -5.790 -6.706 2.077
H: -4.214 -6.271 2.639
H: -7.230 -3.616 2.994
H: -7.546 -5.161 2.284
N: 4.747 1.316 -3.557
C: 5.464 1.577 -4.683
N: 6.707 0.996 -4.714
O: 5.045 2.268 -5.595
H: 5.089 0.745 -2.805
H: 3.818 1.722 -3.484
H: 7.270 1.162 -5.528
H: 7.072 0.422 -3.975
N: 1.572 -0.117 -4.506
C: 1.143 1.109 -4.103
N: -0.191 1.339 -4.266
O: 1.898 1.946 -3.629
H: 0.972 -0.817 -4.895
H: 2.551 -0.318 -4.396
H: -0.540 2.234 -3.978
H: -0.829 0.668 -4.651

Entry 9:
Computed, not measured: a structure of composition C9H29AgBrO14P3 at a distorted geometry, with wB97M-V/def2-TZVPD.

Its spin multiplicity is 2. The energy above the lowest of the compared OMol25 structures with the same formula, charge and spin is 150.1 kcal per mole. For the HOMO energy (spin up / spin down), the calculation gives -4.056 / -3.338 eV. Its expectation value of S² is 1.009. As for the total charge: -1.

Positions of all 57 atoms, in Å:
Ag: -19.845 12.921 -1.511
Br: -17.004 16.158 -0.503
O: -20.975 11.259 1.664
H: -21.594 11.707 2.274
O: -20.897 9.680 -2.948
H: -21.502 9.562 -3.706
C: -13.192 11.097 -2.840
O: -13.667 10.348 -4.041
P: -15.035 9.510 -3.768
O: -15.980 10.411 -3.077
O: -15.475 8.838 -5.215
C: -16.664 8.044 -5.460
O: -14.675 8.177 -2.865
C: -13.656 7.289 -3.311
H: -12.947 12.155 -2.931
H: -12.221 10.605 -2.898
H: -13.689 10.812 -1.912
H: -17.202 7.653 -4.597
H: -16.211 7.251 -6.055
H: -17.304 8.564 -6.174
H: -13.720 7.124 -4.387
H: -13.796 6.285 -2.911
H: -12.711 7.765 -3.051
C: -25.273 14.175 1.208
O: -25.411 15.542 0.722
P: -24.701 16.044 -0.679
O: -23.370 15.380 -0.889
O: -25.947 15.812 -1.682
C: -25.641 15.733 -3.082
O: -24.711 17.628 -0.554
C: -23.542 18.250 -0.033
H: -24.671 14.028 2.105
H: -24.918 13.563 0.380
H: -26.290 13.860 1.442
H: -26.573 15.540 -3.613
H: -24.982 14.897 -3.315
H: -25.097 16.558 -3.544
H: -22.634 18.180 -0.631
H: -23.322 17.696 0.880
H: -23.762 19.271 0.279
C: -21.985 12.276 -8.354
O: -21.420 13.550 -8.374
P: -20.165 13.960 -7.515
O: -20.320 13.635 -6.059
O: -18.876 13.243 -8.232
C: -17.616 13.742 -7.823
O: -20.091 15.562 -7.987
C: -21.179 16.286 -7.496
H: -21.671 11.814 -9.290
H: -23.071 12.228 -8.279
H: -21.514 11.624 -7.619
H: -17.188 14.401 -8.578
H: -16.776 13.056 -7.714
H: -17.706 14.338 -6.914
H: -20.916 17.284 -7.146
H: -21.642 15.902 -6.587
H: -21.948 16.604 -8.200

Entry 10:
Computed, not measured: the molecule C5H6O2 at a distorted geometry, with wB97M-V/def2-TZVPD.

The energy above the lowest of the compared OMol25 structures with the same formula, charge and spin is 44.0 kcal per mole. For the HOMO energy, the calculation gives -7.708 eV. As for the SMILES: C/C(O)=C/C=C=O.

Positions of all 13 atoms, in Å:
C: 1.870 -0.226 0.600
C: 0.480 -0.275 0.100
O: -0.438 -0.072 1.135
C: -0.062 -0.122 -1.109
C: -1.422 0.384 -1.103
C: -2.067 0.619 0.048
O: -2.900 0.895 0.823
H: 2.021 -0.778 1.536
H: 2.566 -0.573 -0.159
H: 2.042 0.836 0.811
H: -0.634 -0.982 1.391
H: 0.486 -0.286 -2.030
H: -1.952 0.709 -1.984